DFT (ωB97M-V with the def2-TZVPD basis set) results for a cluster of 2 separate species, C9H13NOS in total.

Each line ends with the Löwdin charge.
Atoms and positions in Å:
C -5.27196 -0.33024 -0.68548  -0.089
C -4.44782 0.72559 -1.05709  -0.087
C -4.77729 -1.41311 -0.02405  -0.082
C -3.15176 0.76890 -0.59516  -0.094
C -3.49462 -1.36183 0.48050  -0.091
C -2.71936 -0.27295 0.23792  -0.388
C 2.49389 1.12009 -0.15142  -0.013
C 4.70929 1.11999 -1.54966  -0.122
C 3.84378 1.05112 -0.36995  -0.237
N -0.81680 1.49511 0.50618  -0.182
O -0.37693 -0.82813 -0.29815  -0.458
S -1.03136 -0.21071 0.78456  0.849
H -6.30714 -0.32150 -1.08007  0.117
H -4.79832 1.48393 -1.79088  0.118
H -5.34289 -2.24689 0.09367  0.077
H -2.48090 1.60758 -0.95531  0.122
H -3.18809 -2.11286 1.20402  0.117
H 1.70435 1.17800 -0.93876  0.061
H -1.16869 2.14372 1.19153  0.058
H 2.07947 1.31864 0.85593  0.050
H 5.46487 0.38667 -1.52665  0.060
H 5.05764 2.05576 -1.97716  0.083
H 3.99361 0.92877 -2.33302  0.069
H 4.46777 1.07337 0.52945  0.087
H 0.17844 1.60030 0.36064  -0.022

Calculated values
HOMO-LUMO gap = 9.68 eV
multiplicity = 1
relative energy (zero: lowest compared OMol25 entry of this formula, charge and spin) = 271.8 kJ/mol
net charge = 0
E_tot = -878.80714 Ha
HOMO = -8.9 eV


DFT (ωB97M-V with the def2-TZVPD basis set) results for the molecule C9H13NOS.

Each line ends with the Löwdin charge.
Atoms and positions in Å:
C -0.34713 0.81053 -2.59673  -0.478
C -0.13454 2.24467 -2.01808  -0.019
C 0.07356 2.00818 -0.45472  -0.103
C -0.40641 -1.66349 -0.16640  -0.080
C 0.01798 -1.42896 -1.64149  -0.112
C 1.67224 -0.81803 1.07437  -0.386
C 0.27122 -0.47659 0.63829  -0.539
C 0.48452 0.55969 -0.44570  -0.506
C -0.79683 -0.09325 1.68527  -0.039
N 0.05883 -0.01183 -1.65702  -0.033
O -0.79195 0.40734 -3.63294  0.087
S 2.54478 0.08996 -0.27939  0.871
H 0.87523 2.46533 -2.56919  0.160
H -0.95393 2.84320 -2.23440  0.080
H 0.79913 2.54170 0.03345  0.064
H -0.94821 2.30026 0.04194  0.141
H -1.55845 -1.55823 -0.13686  0.146
H -0.14166 -2.51015 0.43577  0.104
H 0.89413 -2.04698 -1.77957  0.122
H -0.62624 -1.88402 -2.28700  0.094
H 2.06149 -0.41080 2.14768  0.145
H 1.97597 -1.81978 1.13490  0.045
H -0.19773 0.49914 2.36421  0.072
H -1.13794 -0.94836 2.24295  0.077
H -1.63966 0.55033 1.38163  0.089

Calculated values
HOMO-LUMO gap (spin up / spin down) = 6.00 / 6.50 eV
multiplicity = 3
relative energy (zero: lowest compared OMol25 entry of this formula, charge and spin) = 0.0 kJ/mol
net charge = 0
E_tot = -878.74000 Ha
HOMO (spin up / spin down) = -5.3 / -8.9 eV


DFT (ωB97M-V with the def2-TZVPD basis set) results for a structure of composition C9H13NOV.

Each line ends with the Löwdin charge.
Atoms and positions in Å:
C 1.29652 -0.40141 -1.79402  -0.197
C 1.99331 -0.73972 -0.58089  -0.203
C 2.22082 0.47037 0.15181  -0.192
C 1.62043 1.55282 -0.58294  -0.191
C 1.00883 0.99945 -1.76387  -0.206
V -0.01283 0.13619 0.04051  0.288
C -0.48476 -2.01384 0.30949  -0.182
C -1.37252 -1.75661 -0.85676  -0.619
C -1.86059 -2.66580 -1.76188  -0.086
N -1.54447 -0.39737 -0.97300  -0.108
H 2.80655 0.55800 1.06578  0.096
H 2.34418 -1.72621 -0.28626  0.093
H 1.67770 2.61397 -0.33626  0.086
H 0.51169 1.58009 -2.53905  0.091
H 1.09127 -1.07863 -2.61768  0.095
H 0.27589 -2.78452 0.24344  0.015
H -2.21883 0.00814 -1.61107  0.051
H -0.93914 -1.90686 1.30402  0.026
H -1.57774 -3.70785 -1.64633  -0.010
H -2.49238 -2.32813 -2.57452  -0.012
C -0.62690 1.98352 2.45219  -0.391
O -0.14703 1.03242 1.51511  -0.444
H -0.88322 2.94160 1.97270  -0.025
H 0.15543 2.16428 3.20553  0.009
H -1.52110 1.58256 2.95291  0.017

Calculated values
HOMO-LUMO gap (spin up / spin down) = 2.02 / 6.28 eV
multiplicity = 4
net charge = -2
E_tot = -1424.56654 Ha
HOMO (spin up / spin down) = 3.6 / -0.3 eV


DFT (ωB97M-V with the def2-TZVPD basis set) results for a cluster of 2 separate species, C9H13NSi in total.

Each line ends with the Löwdin charge.
Atoms and positions in Å:
C -3.63643 0.19708 -0.15123  -0.086
C -2.94788 -1.00330 -0.20319  -0.084
C -2.93181 1.38212 -0.02810  -0.085
C -1.56747 -1.01501 -0.12484  -0.110
C -1.55159 1.36397 0.05109  -0.115
C -0.83972 0.16514 0.00549  -0.312
C 3.02098 2.04934 -0.50781  -0.057
C 1.85619 1.83863 0.08739  -0.253
C 1.87182 -2.47074 -0.02011  -0.172
N 1.99424 -1.06344 -0.32343  -0.183
Si 1.01301 0.18113 0.30938  0.624
H -4.71579 0.20353 -0.20017  0.102
H -3.49196 -1.93265 -0.29483  0.103
H -3.46186 2.32314 0.01445  0.103
H -1.04958 -1.96087 -0.15857  0.079
H -1.02156 2.29843 0.15681  0.088
H 3.45375 3.03510 -0.58223  0.055
H 3.59779 1.25852 -0.95897  0.039
H 1.34179 2.68653 0.51727  0.046
H 2.21314 -3.07131 -0.86531  0.079
H 2.46086 -2.73877 0.86158  0.078
H 0.83577 -2.71196 0.19033  0.049
H 2.95555 -0.82619 -0.52381  0.066
H 0.60075 -0.18843 2.74880  -0.055

Calculated values
HOMO-LUMO gap = 7.90 eV
multiplicity = 1
relative energy (zero: lowest compared OMol25 entry of this formula, charge and spin) = 172.0 kJ/mol
net charge = 0
E_tot = -694.88975 Ha
HOMO = -7.7 eV


DFT (ωB97M-V with the def2-TZVPD basis set) results for a cluster of 2 separate species, C9H13O3 in total.

Each line ends with the Löwdin charge.
Atoms and positions in Å:
O 0.29464 3.07100 -0.98575  -0.021
O 1.31025 3.79905 -0.91821  0.050
H 0.09053 1.42222 -0.52734  0.110
C -0.32324 0.36854 -0.72806  -0.345
C -1.63379 0.27286 -0.02228  0.021
C -1.82734 -0.57252 1.03307  -0.299
C -0.79005 -1.41616 1.46672  -0.038
C 0.45008 -1.41152 0.82225  -0.043
C 0.71104 -0.62090 -0.27170  -0.166
C 2.01132 -0.66346 -1.00009  -0.209
C 3.01387 0.41917 -0.57429  -0.081
C -3.15327 -0.58562 1.73708  -0.060
O -0.44845 0.23268 -2.14645  -0.028
H -2.43983 0.90480 -0.39326  0.120
H -0.95539 -2.05638 2.33271  0.107
H 1.24189 -2.06818 1.18960  0.116
H 2.46946 -1.64773 -0.82088  0.113
H 1.82259 -0.56877 -2.07643  0.111
H 3.91203 0.33968 -1.19664  0.073
H 2.59811 1.42631 -0.69192  0.052
H 3.29769 0.27969 0.47383  0.077
H -3.13290 -1.27046 2.58969  0.072
H -3.41336 0.41266 2.10276  0.081
H -3.96571 -0.91138 1.07777  0.082
H -1.14020 0.84442 -2.47220  0.102

Calculated values
HOMO-LUMO gap (spin up / spin down) = 7.77 / 7.34 eV
multiplicity = 4
relative energy (zero: lowest compared OMol25 entry of this formula, charge and spin) = 23.8 kJ/mol
net charge = 0
E_tot = -576.25190 Ha
HOMO (spin up / spin down) = -6.9 / -8.8 eV


DFT (ωB97M-V with the def2-TZVPD basis set) results for a structure of composition C9H13O5PPb.

Each line ends with the Löwdin charge.
Atoms and positions in Å:
Pb -0.01679 -0.40302 -1.19521  1.343
C 0.01656 0.77714 1.37563  -0.098
O 0.04324 0.94580 2.50874  0.174
C -0.01171 2.26033 -0.64897  -0.098
O -0.00244 3.36793 -0.34384  0.171
C -2.38857 0.11843 -0.16413  -0.044
O -3.42944 0.02012 0.31485  0.170
C 2.37612 0.10061 -0.22240  -0.046
O 3.42519 -0.01038 0.23346  0.169
C -0.00658 -1.59724 -4.65010  -0.112
H 0.93382 -2.17127 -4.56544  0.064
H -0.94420 -2.17199 -4.54268  0.064
C -0.00987 -0.28737 -4.96100  -0.090
H -0.94970 0.27122 -5.11702  0.067
H 0.92716 0.26915 -5.13976  0.067
C 0.17317 -4.60023 1.46098  -0.147
P 0.12424 -2.82967 1.69176  0.575
C -1.24171 -2.47789 2.78488  -0.148
C 1.60554 -2.36681 2.57463  -0.151
O -0.00466 -2.15331 0.32819  -0.595
H 0.26301 -5.02507 2.46541  0.075
H 1.04761 -4.87388 0.83927  0.084
H -0.76245 -4.93894 0.97490  0.085
H -1.09003 -3.06090 3.70189  0.085
H -1.28674 -1.41745 3.04078  0.051
H -2.17720 -2.79260 2.31196  0.077
H 1.60480 -1.30682 2.83672  0.050
H 1.63664 -2.96052 3.49725  0.085
H 2.48550 -2.60186 1.96885  0.073

Calculated values
HOMO-LUMO gap = 8.03 eV
multiplicity = 1
net charge = +2
E_tot = -1260.53604 Ha
HOMO = -16.2 eV